1.
Here is a cluster of 2 separate species, C5H16NO in total in a non-equilibrium geometry from the OMol25 dataset. Energies are from ωB97M-V/def2-TZVPD.

Properties
**Total charge**: +1
**F_max**: 5.99 eV/A
**Calculated total energy**: -8974.0215 eV
**ΔE to the lowest compared entry with this formula, charge and spin**: 57.50 kcal/mol

Last column: Löwdin charge in e.
Atoms and positions in Å:
C 0.813 -1.076 0.739  -0.135
C 1.514 0.043 -0.101  -0.134
C 1.173 -0.266 -1.660  -0.250
C -0.075 0.229 -2.170  -0.267
C -0.330 1.848 -1.967  -0.080
N -0.518 -0.527 1.267  0.142
H 1.503 -1.442 1.512  0.137
H 0.522 -1.870 0.090  0.106
H 1.303 1.172 0.084  0.133
H 2.585 -0.008 -0.146  0.098
H 2.032 0.204 -2.166  0.122
H 1.260 -1.293 -2.012  0.118
H -0.234 0.115 -3.207  0.090
H -0.990 -0.174 -1.565  0.113
H -0.124 1.888 -0.897  0.009
H -1.296 2.301 -2.304  0.080
H 0.563 2.467 -2.419  0.110
H -0.977 -1.057 2.063  0.135
H -0.098 0.311 1.779  0.177
H -1.315 -0.242 0.496  0.231
H -3.162 -0.993 3.980  0.092
H -1.936 -0.937 4.748  0.052
O -2.213 -0.695 3.855  -0.079

2.
Here is the molecule C5H8S in a non-equilibrium geometry from the OMol25 dataset. Energies are from ωB97M-V/def2-TZVPD.

Properties
**SMILES string**: C=CC(=C)SC
**F_max**: 4.80 eV/A
**Calculated total energy**: -16147.4551 eV
**ΔE to the lowest compared entry with this formula, charge and spin**: 50.32 kcal/mol

Last column: Löwdin charge in e.
Atoms and positions in Å:
C -2.682 1.014 -0.048  0.020
C -1.844 -0.048 0.068  -0.254
C -0.421 -0.174 0.068  -0.640
C 0.077 -1.530 -0.048  0.013
S 0.509 1.313 -0.189  0.874
C 2.228 0.792 0.104  -0.389
H -3.731 0.932 0.146  0.050
H -2.440 1.981 -0.107  -0.002
H -2.310 -1.094 0.336  0.134
H 1.202 -1.675 -0.147  0.050
H -0.501 -2.433 0.237  0.057
H 2.273 -0.126 0.636  0.005
H 2.662 1.559 0.670  -0.004
H 2.736 0.760 -0.964  0.085

3.
Here is a structure of composition C31H34MgN3O5PS in a non-equilibrium geometry from the OMol25 dataset. Energies are from ωB97M-V/def2-TZVPD.

Properties
**F_max**: 1.75 eV/A
**Calculated total energy**: -72973.8748 eV
**ΔE to the lowest compared entry with this formula, charge and spin**: 2.33 kcal/mol

Last column: Löwdin charge in e.
Atoms and positions in Å:
Mg -0.799 -0.019 -0.188  0.576
C -1.123 -2.159 3.871  -0.002
C -1.159 -1.662 2.465  -0.295
N -0.619 -0.560 2.051  -0.039
O 0.217 0.056 2.972  -0.056
C -1.815 -2.421 1.427  -0.308
C -2.629 -3.641 1.753  -0.038
N -1.836 -1.887 0.214  -0.169
O -2.681 -2.312 -0.634  -0.174
H -0.850 -3.207 3.904  0.075
H -2.141 -2.062 4.287  0.108
H -0.398 -1.582 4.430  0.073
H 0.360 0.939 2.615  0.078
H -3.669 -3.354 1.955  0.084
H -2.244 -4.151 2.658  0.070
H -2.612 -4.335 0.909  0.077
O -0.162 0.316 -4.492  -0.310
S 0.321 0.462 -3.133  0.441
O 0.561 1.760 -2.561  -0.305
O -0.515 -0.345 -2.226  -0.426
C 1.939 -0.255 -3.114  -0.260
C 2.549 -0.481 -4.350  -0.041
C 3.903 -0.792 -4.419  -0.071
C 4.637 -0.826 -3.259  -0.077
C 4.016 -0.662 -2.021  -0.079
C 2.655 -0.406 -1.923  -0.313
P 1.934 -0.170 -0.236  1.130
C 2.695 1.381 0.389  -0.360
C 2.832 1.584 1.753  -0.110
C 3.214 2.841 2.237  -0.073
C 3.557 3.845 1.356  -0.089
C 3.482 3.617 -0.012  -0.067
C 3.021 2.395 -0.496  -0.082
C 2.762 -1.460 0.816  -0.335
C 1.946 -2.545 1.160  -0.093
C 2.401 -3.512 2.052  -0.071
C 3.687 -3.437 2.561  -0.090
C 4.472 -2.369 2.248  -0.093
C 4.021 -1.377 1.415  -0.101
H 1.944 -0.347 -5.252  0.116
H 4.353 -1.014 -5.370  0.104
H 5.728 -0.952 -3.305  0.113
H 4.643 -0.732 -1.145  0.094
H 2.551 0.770 2.418  0.096
H 3.383 2.980 3.278  0.096
H 3.942 4.771 1.735  0.098
H 3.729 4.391 -0.742  0.111
H 2.919 2.285 -1.575  0.106
H 0.955 -2.648 0.657  0.106
H 1.755 -4.349 2.314  0.107
H 4.117 -4.243 3.128  0.104
H 5.493 -2.329 2.594  0.108
H 4.632 -0.530 1.138  0.104
C -5.346 -0.778 -1.983  -0.013
N -4.596 0.417 -1.577  -0.184
C -3.380 0.542 -2.482  0.023
C -4.259 0.521 -0.108  -0.092
C -3.476 1.786 0.144  -0.296
C -4.220 2.952 0.218  -0.080
C -3.564 4.168 0.348  -0.113
C -2.186 4.227 0.444  -0.075
C -1.462 2.998 0.402  -0.119
C -2.053 1.740 0.217  -0.117
H -5.492 -0.692 -3.080  0.112
H -6.291 -0.847 -1.400  0.114
H -4.721 -1.643 -1.789  0.086
H -5.164 1.265 -1.764  0.177
H -2.792 -0.405 -2.417  0.099
H -2.821 1.361 -2.081  0.075
H -3.721 0.757 -3.504  0.116
H -3.741 -0.439 0.144  0.119
H -5.237 0.539 0.389  0.130
H -5.342 2.930 0.188  0.122
H -4.148 5.078 0.420  0.096
H -1.683 5.174 0.547  0.094
H -0.378 3.093 0.421  0.081

4.
Here is a cluster of 3 separate species, C14H28N3O4S in total in a non-equilibrium geometry from the OMol25 dataset. Energies are from ωB97M-V/def2-TZVPD.

Properties
**Total charge**: -1
**F_max**: 7.44 eV/A
**Calculated total energy**: -38462.8344 eV
**ΔE to the lowest compared entry with this formula, charge and spin**: 98.20 kcal/mol

Last column: Löwdin charge in e.
Atoms and positions in Å:
C 0.251 1.930 3.102  -0.070
C -0.396 2.651 1.834  -0.328
C 0.603 3.564 0.945  -0.053
N -1.640 2.550 1.412  0.082
C -2.625 2.589 2.520  -0.281
N -3.980 2.188 1.930  -0.052
N -3.806 1.166 0.947  -0.033
C -3.561 0.008 1.526  -0.596
S -2.613 -1.219 2.184  0.580
C -2.859 4.094 3.105  -0.510
O -1.894 4.889 3.378  -0.099
O -4.166 4.525 3.355  -0.221
H 0.696 2.664 3.878  0.092
H 1.159 1.329 2.702  0.079
H -0.422 1.171 3.623  0.057
H 1.666 3.480 1.359  0.065
H 0.222 4.630 0.830  0.083
H 0.622 3.056 -0.096  0.071
H -2.432 1.826 3.363  0.123
H -4.446 1.692 2.720  0.101
C 0.857 3.226 -4.201  -0.080
C 1.951 2.628 -3.331  -0.282
O 1.560 1.429 -2.674  -0.164
C 1.178 0.347 -3.510  -0.277
C 2.277 -0.108 -4.455  -0.086
H -0.038 3.428 -3.603  0.087
H 1.198 4.161 -4.652  0.075
H 0.564 2.553 -5.009  0.062
H 2.206 3.345 -2.547  0.115
H 2.866 2.462 -3.909  0.102
H 0.265 0.599 -4.060  0.107
H 0.918 -0.482 -2.845  0.116
H 2.573 0.681 -5.149  0.062
H 1.941 -0.965 -5.044  0.074
H 3.169 -0.398 -3.891  0.080
C 1.848 -5.789 1.563  -0.086
C 0.357 -5.727 1.851  -0.284
O -0.134 -4.405 2.020  -0.164
C 0.022 -3.528 0.911  -0.288
C -0.679 -4.011 -0.347  -0.077
H 2.413 -5.305 2.365  0.082
H 2.176 -6.829 1.479  0.074
H 2.104 -5.283 0.631  0.063
H 0.158 -6.254 2.788  0.116
H -0.216 -6.248 1.077  0.103
H 1.085 -3.342 0.723  0.107
H -0.411 -2.570 1.210  0.056
H -0.282 -4.966 -0.697  0.062
H -0.559 -3.282 -1.152  0.075
H -1.748 -4.151 -0.158  0.082

5.
Here is a structure of composition C35H56BN7O11P2RuS in a non-equilibrium geometry from the OMol25 dataset. Energies are from ωB97M-V/def2-TZVPD.

Properties
**Total charge**: -1
**2S+1**: 6
**F_max**: 1.14 eV/A
**Calculated total energy**: -102839.1444 eV

Last column: Mulliken spin population.
Atoms and positions in Å:
Ru 0.718 0.367 0.219  3.855
C -1.355 -1.435 -4.934  0.000
C -0.365 -0.620 -4.169  0.006
C 0.569 0.247 -4.675  0.017
C 1.262 0.761 -3.564  0.027
N 0.743 0.248 -2.440  0.105
N -0.239 -0.604 -2.828  0.014
B -1.002 -1.551 -1.889  -0.121
N 0.018 -2.387 -1.113  -0.047
N 1.079 -1.878 -0.436  0.158
C 1.862 -2.912 -0.085  0.049
C 1.285 -4.093 -0.566  0.012
C 0.116 -3.725 -1.188  0.010
C -0.887 -4.617 -1.840  0.000
C 3.182 -2.855 0.658  -0.012
C 4.249 -2.287 -0.292  0.000
C 3.582 -4.273 1.077  0.000
C 3.101 -2.007 1.930  0.041
N -2.008 -0.768 -1.029  0.015
N -1.682 0.300 -0.260  0.134
C -2.827 0.829 0.186  0.034
C -3.901 0.067 -0.299  0.012
C -3.344 -0.931 -1.063  0.002
C -4.060 -1.996 -1.827  0.000
C -3.013 2.068 1.026  -0.005
C -1.690 2.620 1.525  -0.004
C -3.918 1.726 2.217  0.002
C -3.696 3.142 0.166  0.000
C 2.367 1.780 -3.743  -0.002
C 3.247 1.933 -2.517  0.017
C 3.265 1.351 -4.914  0.000
C 1.702 3.125 -4.075  0.001
H -1.252 -1.208 -5.994  0.000
H -2.376 -1.206 -4.624  0.000
H -1.189 -2.503 -4.791  0.000
H 0.736 0.468 -5.715  0.000
H -1.639 -2.293 -2.562  0.001
H 1.654 -5.097 -0.456  0.000
H -0.603 -5.653 -1.665  0.001
H -0.930 -4.446 -2.917  0.000
H -1.884 -4.458 -1.428  0.000
H 4.316 -2.898 -1.195  0.000
H 5.224 -2.277 0.201  0.000
H 3.994 -1.267 -0.567  0.000
H 3.794 -4.902 0.209  0.000
H 2.787 -4.735 1.665  0.000
H 4.484 -4.225 1.688  0.000
H 2.724 -1.020 1.698  0.005
H 4.094 -1.888 2.366  0.000
H 2.438 -2.466 2.663  0.003
H -4.951 0.230 -0.125  0.000
H -5.129 -1.910 -1.640  0.000
H -3.730 -2.992 -1.530  0.000
H -3.888 -1.893 -2.899  0.000
H -1.042 1.816 1.866  0.074
H -1.836 3.326 2.342  0.000
H -1.169 3.143 0.734  0.014
H -3.473 0.931 2.817  0.000
H -4.905 1.391 1.889  0.000
H -4.044 2.609 2.847  0.000
H -3.062 3.399 -0.684  0.000
H -3.848 4.044 0.763  0.000
H -4.662 2.801 -0.212  0.000
H 3.830 1.026 -2.350  0.002
H 2.635 2.090 -1.640  -0.009
H 3.926 2.779 -2.646  0.000
H 3.668 0.354 -4.730  0.000
H 4.098 2.051 -5.005  0.000
H 2.729 1.337 -5.864  0.000
H 1.070 3.444 -3.242  -0.001
H 1.071 3.039 -4.962  0.000
H 2.462 3.888 -4.265  0.000
C -6.771 -1.508 3.440  0.000
C -5.282 -1.522 3.218  0.001
C -4.744 -2.119 2.081  0.000
C -3.373 -2.157 1.885  0.005
C -2.526 -1.598 2.829  0.006
C -3.044 -0.983 3.957  0.002
C -4.418 -0.944 4.143  -0.001
S -0.761 -1.895 2.673  0.056
O -0.354 -2.347 3.986  0.012
O -0.652 -2.840 1.598  0.006
N -0.101 -0.475 2.291  0.114
C 0.231 0.327 3.461  -0.006
C 1.552 1.040 3.239  -0.010
O 2.391 1.089 4.150  0.017
O 1.705 1.553 2.085  0.047
H -7.223 -2.440 3.100  0.000
H -7.236 -0.693 2.878  0.000
H -7.009 -1.365 4.494  0.000
H -5.404 -2.583 1.355  0.000
H -2.931 -2.645 1.026  -0.002
H -2.374 -0.569 4.700  0.000
H -4.824 -0.481 5.035  0.000
H 0.314 -0.281 4.358  0.015
H -0.506 1.124 3.642  0.005
C 3.729 4.164 2.115  0.000
C 3.387 3.429 0.822  0.002
O 4.153 3.938 -0.278  0.000
P 3.912 1.656 0.935  0.007
O 5.363 1.708 0.233  0.005
O 4.453 1.300 2.361  0.000
O 3.113 0.635 0.178  0.125
P 1.551 3.700 0.488  -0.009
O 1.719 4.864 -0.693  0.008
O 0.886 4.325 1.640  0.004
O 0.913 2.560 -0.305  0.176
H 4.784 4.043 2.358  0.000
H 3.115 3.779 2.927  0.000
H 3.494 5.222 1.989  0.000
H 3.655 4.698 -0.612  0.000
H 5.288 2.124 -0.639  -0.001
H 3.784 1.279 3.112  0.000
H 1.558 4.437 -1.547  0.002

6.
Here is the molecule C4H7NO in a non-equilibrium geometry from the OMol25 dataset. Energies are from ωB97M-V/def2-TZVPD.

Properties
**F_max**: 2.01 eV/A
**Calculated total energy**: -7795.6045 eV
**ΔE to the lowest compared entry with this formula, charge and spin**: 93.16 kcal/mol

Last column: Löwdin charge in e.
Atoms and positions in Å:
C -1.912 -0.148 -0.380  -0.113
C -0.594 0.207 -0.901  0.090
C 1.247 0.778 0.918  -0.096
N 1.459 -0.396 0.147  0.013
C 0.475 -0.711 -0.742  -0.617
O 0.435 -1.667 -1.519  0.060
H -2.571 -0.405 -1.185  0.089
H -1.997 -0.953 0.339  0.080
H -2.346 0.733 0.054  0.078
H 0.491 1.401 0.287  0.099
H 0.817 0.583 1.903  0.086
H 2.132 1.402 0.997  0.087
H 2.364 -0.825 0.082  0.143

> What is the formula in the fourth record?

C14H28N3O4S

> Which of these has the highest F_max?

C14H28N3O4S